Computed, not measured: a molecular structure, C36H53NP2Pd in a non-equilibrium geometry, with the ωB97M-V functional and the def2-TZVPD basis.

Values from the calculation:
* multiplicity: 5
* orbital gap (alpha / beta): 7.7 / 5.3 eV
* electronic energy: -61720.561 eV
* ⟨S²⟩: 6.0623
* HOMO level (alpha / beta): -12.6 / -13.2 eV
* net charge: +2
* F_max: 0.0335 hartree/bohr
* relative energy (zero: lowest compared OMol25 entry of this formula, charge and spin): 0.0 kJ/mol

```
93
Properties=species:S:1:pos:R:3:lowdin_charge:R:1
Pd -2.89 0.35 0.32 0.54
C -0.23 0.87 1.77 -0.21
C -1.22 -0.25 1.74 -0.33
C 0.75 -0.85 0.63 -0.19
C 0.86 0.53 0.94 -0.17
C -0.45 -1.36 1.15 -0.18
C -0.25 1.99 2.74 -0.01
H -1.18 1.98 3.32 0.09
H -0.11 2.97 2.28 0.07
H 0.58 1.84 3.44 0.13
C 2.04 1.35 0.53 -0.02
H 1.95 2.41 0.80 0.07
H 2.20 1.28 -0.57 0.06
H 2.96 0.97 1.01 0.11
C 1.84 -1.56 -0.08 -0.02
H 2.77 -1.58 0.53 0.11
H 2.08 -1.02 -1.01 0.06
H 1.55 -2.60 -0.29 0.09
C -0.88 -2.78 1.10 -0.01
H -0.22 -3.44 1.70 0.12
H -0.82 -3.15 0.07 0.08
H -1.89 -2.95 1.49 0.09
C -2.09 -0.50 2.93 -0.07
H -1.45 -0.74 3.79 0.12
H -2.78 -1.34 2.75 0.08
H -2.73 0.36 3.18 0.08
C -5.40 3.37 -1.52 -0.14
C -5.46 3.73 -0.23 -0.15
C -6.43 3.20 0.77 -0.17
C -6.58 1.66 0.80 -0.16
C -5.41 0.83 0.34 -0.13
C -5.19 0.47 -0.95 -0.17
C -5.92 0.94 -2.18 -0.16
C -6.37 2.43 -2.18 -0.17
H -7.44 3.62 0.63 0.14
H -7.50 1.40 0.24 0.13
H -6.09 3.54 1.76 0.11
H -7.39 2.48 -1.77 0.12
H -4.79 3.94 -2.23 0.12
H -4.92 4.62 0.10 0.11
H -6.46 2.73 -3.24 0.12
H -5.30 0.77 -3.09 0.10
H -4.69 -0.49 -1.17 0.04
H -6.83 0.32 -2.33 0.14
H -6.77 1.38 1.86 0.12
H -4.86 0.33 1.17 0.09
P -1.69 2.30 -0.38 0.93
P -2.17 -0.82 -1.72 0.90
C -2.47 2.11 -2.06 -0.33
C -2.37 0.72 -2.76 -0.34
H -1.95 2.87 -2.65 0.08
H -3.53 2.40 -1.98 0.03
H -3.24 0.53 -3.40 0.08
H -1.49 0.75 -3.43 0.04
C -0.54 -1.37 -2.28 -0.24
H -0.20 -2.24 -1.71 0.03
H 0.20 -0.56 -2.17 0.03
H -0.56 -1.67 -3.34 0.08
C -3.22 -2.24 -2.24 -0.23
H -3.47 -2.24 -3.31 0.07
H -4.16 -2.30 -1.67 0.04
H -2.67 -3.17 -2.02 0.06
C -0.17 3.35 -0.54 -0.19
H 0.43 3.24 0.37 0.01
H -0.37 4.43 -0.67 0.09
H 0.44 3.01 -1.38 0.02
C -2.62 3.38 0.74 -0.24
H -2.00 3.61 1.62 0.05
H -3.54 2.87 1.09 0.03
H -2.87 4.29 0.18 0.06
C 0.16 3.67 -4.59 -0.09
C -0.02 2.32 -4.94 -0.09
C 0.77 1.34 -4.36 -0.07
C 1.77 1.68 -3.41 -0.30
C 1.98 3.05 -3.13 -0.05
C 1.19 4.03 -3.71 -0.09
N 2.49 0.72 -2.73 0.12
C 3.52 0.05 -3.29 -0.27
C 4.59 -0.43 -2.47 -0.01
C 5.75 -0.94 -3.05 -0.06
C 5.85 -1.07 -4.44 -0.04
C 4.78 -0.70 -5.26 -0.05
C 3.62 -0.17 -4.70 0.01
H -0.49 4.43 -5.01 0.11
H -0.79 2.03 -5.65 0.12
H 0.68 0.29 -4.64 0.11
H 2.78 3.30 -2.42 0.13
H 1.35 5.08 -3.46 0.12
H 4.48 -0.33 -1.39 0.11
H 6.59 -1.22 -2.40 0.12
H 6.78 -1.45 -4.88 0.12
H 4.84 -0.82 -6.34 0.12
H 2.78 0.11 -5.33 0.10
```


Computed, not measured: a molecular structure, C36H54BMnN10OSSi in a non-equilibrium geometry, with the ωB97M-V functional and the def2-TZVPD basis.

Values from the calculation:
* multiplicity: 5
* orbital gap (alpha / beta): 5.5 / 7.0 eV
* electronic energy: -105871.491 eV
* ⟨S²⟩: 6.0791
* HOMO level (alpha / beta): -7.6 / -7.6 eV
* F_max: 0.0355 hartree/bohr

```
105
Properties=species:S:1:pos:R:3:lowdin_charge:R:1
Mn -3.39 -2.56 19.75 1.06
C -5.37 -5.53 23.68 0.00
C -5.36 -5.14 22.25 -0.26
C -6.23 -5.47 21.25 0.03
C -5.74 -4.88 20.10 -0.24
N -4.68 -4.15 20.39 0.07
N -4.41 -4.37 21.69 0.04
B -3.00 -4.11 22.28 -0.53
N -2.85 -2.64 22.62 0.01
N -3.37 -1.68 21.80 0.08
C -3.18 -0.50 22.43 -0.21
C -2.48 -0.75 23.64 0.02
C -2.31 -2.09 23.73 -0.29
C -1.65 -2.87 24.81 -0.01
C -3.76 0.86 22.07 -0.51
C -5.08 1.00 22.84 -0.04
C -2.82 2.01 22.51 -0.04
C -4.03 0.98 20.58 -0.03
N -1.99 -4.55 21.18 0.05
N -2.04 -4.06 19.91 0.01
C -0.98 -4.55 19.24 -0.24
C -0.24 -5.29 20.12 0.03
C -0.91 -5.29 21.33 -0.25
C -0.52 -5.93 22.62 0.01
C -0.70 -4.38 17.76 -0.52
C -2.04 -4.40 17.05 -0.05
C 0.11 -5.60 17.29 -0.05
C 0.09 -3.09 17.45 -0.02
C -6.27 -5.22 18.72 -0.50
C -5.65 -6.57 18.36 -0.03
C -7.81 -5.26 18.78 -0.03
C -5.88 -4.27 17.59 -0.04
H -6.33 -5.97 23.91 0.08
H -4.61 -6.23 23.91 0.07
H -5.25 -4.66 24.34 0.10
H -7.08 -6.14 21.34 0.12
H -2.84 -4.81 23.25 0.12
H -2.17 -0.03 24.38 0.11
H -1.57 -2.22 25.67 0.08
H -2.29 -3.71 25.12 0.08
H -0.65 -3.28 24.56 0.09
H -4.95 0.92 23.93 0.10
H -5.51 1.96 22.59 0.08
H -5.82 0.24 22.51 0.06
H -2.34 1.84 23.48 0.07
H -2.00 2.05 21.79 0.06
H -3.31 3.01 22.52 0.10
H -4.67 0.20 20.18 0.05
H -4.51 1.94 20.36 0.10
H -3.12 1.00 19.99 0.06
H 0.67 -5.79 19.88 0.11
H 0.21 -6.69 22.40 0.08
H -0.14 -5.20 23.32 0.08
H -1.38 -6.36 23.15 0.08
H -2.62 -5.32 17.29 0.10
H -2.62 -3.51 17.27 0.05
H -1.88 -4.39 16.00 0.08
H -0.41 -6.54 17.42 0.09
H 0.32 -5.47 16.21 0.10
H 1.06 -5.70 17.79 0.07
H -0.46 -2.20 17.78 0.06
H 1.05 -3.14 17.97 0.10
H 0.29 -3.03 16.37 0.09
H -5.84 -7.25 19.19 0.09
H -6.08 -6.99 17.45 0.09
H -4.57 -6.47 18.25 0.08
H -8.15 -5.98 19.49 0.06
H -8.22 -4.28 19.02 0.09
H -8.27 -5.53 17.84 0.08
H -4.81 -4.08 17.53 0.05
H -6.19 -4.69 16.64 0.09
H -6.41 -3.31 17.64 0.07
C 0.70 1.43 22.12 -0.20
Si 0.88 1.38 20.28 0.47
C 0.95 3.14 19.70 -0.19
C 2.52 0.63 19.72 -0.17
C -0.58 0.60 19.33 -0.24
C -1.09 1.21 18.17 -0.06
C -2.18 0.65 17.45 -0.07
C -2.67 -0.55 17.84 -0.18
N -2.17 -1.20 18.92 -0.09
C -1.08 -0.73 19.65 -0.80
S -0.36 -1.57 20.85 0.78
H 0.86 2.42 22.53 0.03
H 1.31 0.65 22.64 0.05
H -0.32 1.19 22.38 -0.02
H 1.89 3.58 20.02 0.03
H 0.12 3.78 20.07 0.05
H 0.92 3.15 18.61 0.02
H 3.31 1.15 20.28 0.03
H 2.67 0.84 18.65 0.03
H 2.55 -0.45 19.85 0.01
H -0.68 2.14 17.83 0.08
H -2.64 1.06 16.57 0.10
H -3.48 -1.03 17.28 0.10
N -6.28 -0.68 17.40 0.19
C -6.06 -1.18 18.65 -0.53
O -4.96 -1.74 18.89 -0.16
C -7.09 -1.10 19.60 -0.19
C -8.38 -0.60 19.21 -0.23
N -9.45 -0.28 18.95 0.14
C -6.92 -1.57 20.93 -0.21
N -6.83 -1.98 22.01 0.18
H -5.51 -0.61 16.77 0.09
H -7.09 -0.09 17.22 0.11
```


Computed, not measured: a molecular structure, C36H54BN2P3RhS2 in a non-equilibrium geometry, with the ωB97M-V functional and the def2-TZVPD basis.

Values from the calculation:
* multiplicity: 5
* orbital gap (alpha / beta): 8.2 / 6.3 eV
* electronic energy: -94404.495 eV
* ⟨S²⟩: 6.0320
* HOMO level (alpha / beta): -10.1 / -10.6 eV
* net charge: +1
* F_max: 0.0904 hartree/bohr
* relative energy (zero: lowest compared OMol25 entry of this formula, charge and spin): 51.4 kJ/mol

```
99
Properties=species:S:1:pos:R:3:lowdin_charge:R:1
Rh 0.36 0.52 -0.71 0.46
C -2.54 0.54 -3.05 -0.09
C -3.24 0.65 -1.65 -0.65
C -4.40 1.65 -1.71 -0.08
C -3.67 -0.76 -1.21 -0.11
P -1.89 1.24 -0.39 1.07
C -1.56 2.97 -1.05 -0.22
N -0.23 3.47 -0.57 0.01
B 1.00 2.86 -0.93 -0.94
N 1.99 3.08 0.11 0.01
C 3.05 2.24 0.63 -0.24
P 2.68 0.47 0.28 1.10
C 4.12 -0.08 -0.75 -0.64
C 3.62 -1.37 -1.48 -0.11
C 4.37 1.02 -1.88 -0.08
C 5.45 -0.42 -0.08 -0.08
C 2.68 -0.47 1.91 -0.65
C 1.18 -0.41 2.35 -0.11
C 3.07 -1.93 1.66 -0.11
C 3.65 0.08 2.99 -0.06
C 1.39 3.93 0.96 -0.20
C 1.86 4.55 2.14 -0.01
C 1.03 5.41 2.83 -0.08
C -0.27 5.69 2.37 -0.08
C -0.76 5.07 1.26 -0.04
C 0.05 4.16 0.57 -0.21
C -2.49 1.34 1.41 -0.65
C -1.31 2.04 2.18 -0.08
C -3.74 2.21 1.56 -0.08
C -2.67 -0.02 2.03 -0.09
H -3.17 -0.10 -3.68 0.10
H -1.51 0.09 -3.03 0.05
H -2.48 1.53 -3.46 0.06
H -5.21 1.15 -2.28 0.10
H -4.05 2.56 -2.26 0.09
H -4.81 1.91 -0.67 0.07
H -4.02 -1.34 -2.08 0.08
H -4.55 -0.81 -0.57 0.08
H -2.90 -1.36 -0.73 0.05
H -2.25 3.55 -0.53 0.06
H -1.60 2.96 -2.09 0.06
H 2.98 2.39 1.66 0.05
H 4.07 2.51 0.33 0.11
H 2.62 -1.34 -2.05 0.07
H 3.62 -2.21 -0.80 0.05
H 4.33 -1.60 -2.29 0.09
H 3.57 0.96 -2.62 0.03
H 5.21 0.65 -2.40 0.07
H 4.58 2.00 -1.58 0.06
H 5.36 -1.00 0.85 0.05
H 6.04 0.43 0.15 0.06
H 6.13 -0.97 -0.82 0.12
H 0.53 -0.84 1.68 -0.01
H 0.92 0.67 2.48 0.06
H 1.19 -0.89 3.37 0.12
H 2.59 -2.50 0.87 0.05
H 2.84 -2.50 2.54 0.09
H 4.12 -2.02 1.50 0.05
H 3.63 1.17 3.22 0.07
H 4.79 -0.12 2.70 0.12
H 3.43 -0.46 3.90 0.08
H 2.88 4.32 2.60 0.14
H 1.44 5.92 3.74 0.12
H -1.01 6.34 2.83 0.11
H -1.76 5.24 0.96 0.11
H -1.36 3.08 2.06 0.03
H -0.32 1.76 1.84 0.03
H -1.33 1.87 3.29 0.13
H -3.75 3.18 0.96 0.10
H -3.84 2.42 2.60 0.08
H -4.57 1.54 1.16 0.09
H -1.81 -0.66 1.84 0.06
H -3.50 -0.65 1.69 0.08
H -2.77 0.07 3.11 0.09
S 0.60 -4.89 1.44 0.31
P -0.38 -3.61 0.35 0.53
S 1.04 1.81 -2.53 0.63
C 0.45 -3.37 -1.22 -0.43
C 0.12 -2.31 -2.09 -0.17
C 0.64 -2.19 -3.37 -0.10
C 1.53 -3.16 -3.85 -0.08
C 1.90 -4.19 -3.04 -0.06
C 1.38 -4.31 -1.73 -0.07
C -2.04 -4.06 0.04 -0.42
C -2.74 -4.00 -1.24 -0.07
C -4.10 -4.16 -1.25 -0.12
C -4.85 -4.31 -0.10 -0.07
C -4.17 -4.36 1.11 -0.08
C -2.79 -4.19 1.19 -0.15
H -0.62 -1.54 -1.76 0.06
H 0.40 -1.33 -3.99 0.10
H 2.00 -2.99 -4.89 0.15
H 2.60 -4.86 -3.37 0.08
H 1.74 -5.11 -1.09 0.08
H -2.11 -3.88 -2.11 0.10
H -4.60 -4.10 -2.23 0.12
H -5.94 -4.43 -0.23 0.12
H -4.78 -4.60 2.00 0.12
H -2.33 -4.46 2.16 0.11
```